Record 1
The following is a DFT calculation (wB97M-V/def2-TZVPD) of an isolated molecule of C6H8N2O in a non-equilibrium geometry.

Properties
- orbital gap (Ha) = 0.3621
- SMILES = O[C@H]1CCc2c[nH]nc21

The geometry in XYZ format:
```
17
Properties=species:S:1:pos:R:3:mulliken_charge:R:1
O 0.3225 1.7583 -2.0215 -0.512
C -0.1652 0.4533 -1.5359 0.152
C 0.8295 -0.6815 -1.4557 -0.801
C 0.9377 -1.2015 0.0316 -0.369
C 0.0109 -0.4538 0.9266 0.537
C -0.2591 -0.2036 2.2412 -0.858
N -1.1591 0.8676 2.3238 0.084
N -1.4690 1.3065 1.0632 -0.767
C -0.7563 0.5680 0.2470 0.130
H -0.2354 2.1675 -2.6264 0.314
H -1.1111 0.0001 -1.9258 0.299
H 1.7005 -0.3246 -1.8267 0.328
H 0.4724 -1.3666 -2.2099 0.308
H 1.9708 -1.0348 0.6066 0.239
H 0.5896 -2.2362 0.1162 0.230
H 0.1985 -0.7367 3.0554 0.439
H -1.8772 1.1179 2.9902 0.248
```

---

Record 2
The following is a DFT calculation (wB97M-V/def2-TZVPD) of an isolated molecule of C6H8N2O in a non-equilibrium geometry.

Properties
- orbital gap (Ha) = 0.3703
- SMILES = C=Nc1c(C)noc1C

The geometry in XYZ format:
```
17
Properties=species:S:1:pos:R:3:mulliken_charge:R:1
C 1.4014 1.9368 -0.3013 -0.271
N 0.6975 1.3327 0.5728 -0.402
C -0.1073 0.0341 0.1331 0.979
C -1.1834 -0.4533 0.8681 0.149
C -1.7941 0.2222 2.0726 -1.379
N -1.5262 -1.6644 0.4473 -0.562
O -0.7035 -1.9328 -0.5727 -0.158
C 0.1475 -0.9547 -0.7919 0.286
C 1.2440 -0.9706 -1.8379 -1.209
H 1.9655 2.7137 0.0630 0.306
H 1.4172 1.6695 -1.3073 0.190
H -2.7493 0.3359 1.7839 0.419
H -1.9180 -0.4500 2.8304 0.400
H -1.3703 1.2174 2.3484 0.290
H 2.1392 -1.3842 -1.4862 0.274
H 0.9264 -1.7085 -2.5632 0.374
H 1.4135 0.0562 -2.2592 0.314
```

---

Record 3
The following is a DFT calculation (wB97M-V/def2-TZVPD) of an isolated molecule of C6H8N2O in a non-equilibrium geometry.

Properties
- orbital gap (spin up / spin down) (Ha) = 0.2621 / 0.3075

The geometry in XYZ format:
```
17
Properties=species:S:1:pos:R:3:mulliken_charge:R:1
C 2.7870 -0.4319 -0.5360 -0.227
C 2.0846 -0.3555 0.4572 -0.135
C -0.7439 -0.8954 0.1536 0.639
C 1.2127 -0.7112 1.4745 -0.165
C -1.7407 -1.9026 -0.2803 -0.965
C -0.4605 2.5913 -0.3570 -0.822
N 0.0080 -1.1778 1.2220 -0.414
N 0.0895 1.2262 -0.1803 -0.356
O -0.7913 0.3121 -0.3998 -0.043
H 3.1134 -0.1822 -1.5226 0.353
H 1.5379 -0.6203 2.4722 0.404
H -1.3681 -2.8157 0.1771 0.302
H -1.6090 -1.9528 -1.4006 0.276
H -2.7438 -1.7662 -0.0295 0.279
H -0.6807 3.0221 0.5937 0.284
H 0.5240 2.9596 -0.7203 0.281
H -1.2191 2.7005 -1.1238 0.309
```